(1)
Computed, not measured: a molecular structure, C13H5F11O2PPtS2, with ωB97M-V/def2-TZVPD.

The calculation puts the relative energy (zero: lowest compared OMol25 entry of this formula, charge and spin) at 27.0 kcal/mol. For the lowest unoccupied orbital energy (alpha / beta), the calculation gives -2.916 / -4.227 eV. The calculation puts the HOMO energy (alpha / beta) at -9.5 / -9.1 eV. As for the total energy: -3004.5814 hartree. As for the gap between HOMO and LUMO (alpha / beta): 6.623 / 4.839 eV.

```
! RIJCOSX wB97M-V def2-TZVPD def2/J DEFGRID3
* xyz 0 2
Pt -1.26 -1.55 -0.07
F 5.55 -2.76 1.84
C 4.24 -2.68 1.80
C 3.57 -2.88 0.62
F 4.25 -3.16 -0.49
C 2.19 -2.81 0.59
F 1.62 -3.09 -0.56
C 1.45 -2.46 1.72
S -0.29 -2.26 1.81
C 2.17 -2.30 2.90
F 1.53 -2.02 4.03
C 3.53 -2.40 2.95
F 4.18 -2.23 4.10
F -2.59 -3.03 -1.57
P -4.00 -2.52 -0.92
F -3.41 -0.98 -1.05
F -3.16 -2.49 0.55
F -5.29 -1.94 -0.23
F -4.44 -4.01 -0.67
F -4.62 -2.45 -2.37
O -0.56 6.35 -1.52
C -0.45 5.51 -0.46
O -0.42 5.94 0.65
C -0.38 4.04 -0.77
C 0.29 3.55 -1.88
C 0.36 2.19 -2.11
C -0.24 1.30 -1.19
S -0.07 -0.37 -1.52
C -0.91 1.80 -0.07
C -0.97 3.16 0.14
H -0.66 5.86 -2.34
H 0.79 4.23 -2.57
H 0.88 1.79 -2.98
H -1.38 1.12 0.62
H -1.48 3.57 1.01
*
```

---

(2)
Computed, not measured: a molecular structure, C13H6N4O11PtSe4, with ωB97M-V/def2-TZVPD.

The calculation puts the relative energy (zero: lowest compared OMol25 entry of this formula, charge and spin) at 10.9 kcal/mol. For the lowest unoccupied orbital energy (alpha / beta), the calculation gives -1.458 / -3.198 eV. The calculation puts the HOMO energy (alpha / beta) at -8.1 / -9.4 eV. As for the total energy: -11270.4316 hartree. As for the gap between HOMO and LUMO (alpha / beta): 6.661 / 6.186 eV.

```
! RIJCOSX wB97M-V def2-TZVPD def2/J DEFGRID3
* xyz 0 5
Pt 1.14 -1.54 -1.34
O 0.78 2.34 1.55
C 1.13 1.34 0.72
O 1.13 1.45 -0.47
C 1.49 0.09 1.48
C 1.53 0.06 2.86
C 1.96 -1.11 3.48
C 2.36 -2.17 2.70
C 2.28 -2.07 1.32
N 1.83 -0.96 0.73
C 2.75 -3.22 0.42
O 3.22 -4.20 0.95
O 2.64 -3.00 -0.85
H 0.55 3.09 0.98
H 1.24 0.93 3.43
H 1.99 -1.17 4.56
H 2.74 -3.10 3.11
Se 0.36 -3.76 -2.88
Se 1.81 -3.52 -4.55
Se 2.22 -1.26 -4.92
Se 2.54 -0.26 -2.93
O -3.98 4.03 0.45
N -3.78 2.92 0.90
O -4.24 2.49 1.94
C -2.92 2.02 0.13
C -2.58 0.80 0.65
C -1.77 -0.05 -0.09
C -1.29 0.27 -1.42
O -0.63 -0.52 -2.14
C -1.64 1.60 -1.84
C -2.44 2.44 -1.11
N -1.09 2.17 -3.09
O -1.41 3.31 -3.36
O -0.36 1.49 -3.78
N -1.41 -1.29 0.58
O -0.82 -2.18 -0.05
O -1.69 -1.42 1.75
H -2.93 0.50 1.63
H -2.68 3.42 -1.49
*
```

---

(3)
Computed, not measured: a molecular structure, C13H8ClN2O3PbS2, with ωB97M-V/def2-TZVPD.

The calculation puts the relative energy (zero: lowest compared OMol25 entry of this formula, charge and spin) at 24.2 kcal/mol. For the lowest unoccupied orbital energy (alpha / beta), the calculation gives 4.491 / 4.490 eV. The calculation puts the HOMO energy (alpha / beta) at 1.3 / -1.2 eV. As for the total energy: -2284.8507 hartree. As for the gap between HOMO and LUMO (alpha / beta): 3.229 / 5.717 eV.

```
! RIJCOSX wB97M-V def2-TZVPD def2/J DEFGRID3
* xyz -2 2
Pb 1.81 -0.16 0.64
Cl -0.29 2.63 -6.45
C -0.14 1.88 -4.86
C -0.96 0.80 -4.54
C -0.84 0.23 -3.28
C 0.04 0.71 -2.28
O -0.01 0.23 -1.08
C 0.94 1.79 -2.67
C 1.94 2.29 -1.81
O 2.38 1.79 -0.71
C 0.79 2.36 -3.97
H -1.68 0.43 -5.26
H -1.49 -0.60 -2.99
H 2.43 3.21 -2.16
H 1.44 3.19 -4.25
O -0.15 -1.93 0.93
N -0.83 -2.07 2.02
C -2.10 -2.52 1.92
C -2.88 -2.74 3.03
C -2.35 -2.50 4.29
C -1.06 -2.00 4.38
C -0.28 -1.75 3.24
S 1.28 -1.05 3.32
H -2.43 -2.68 0.91
H -3.89 -3.11 2.90
H -2.93 -2.68 5.19
H -0.61 -1.77 5.34
S 4.88 2.85 3.50
C 3.85 1.93 2.65
N 3.11 1.26 2.04
*
```

---

(4)
Computed, not measured: a molecular structure, C13H8ClN3OS, with ωB97M-V/def2-TZVPD.

For the lowest unoccupied orbital energy, the calculation gives -0.595 eV. The calculation puts the HOMO energy at -9.1 eV. As for the total energy: -1597.7660 hartree. As for the gap between HOMO and LUMO: 8.524 eV.

```
! RIJCOSX wB97M-V def2-TZVPD def2/J DEFGRID3
* xyz 0 1
O -0.43 3.24 -1.15
C -0.56 2.05 -0.74
N -1.67 1.46 -0.15
C -1.84 0.43 0.52
C -0.91 -0.05 1.15
C -0.99 -1.15 2.05
C -2.20 -1.66 2.07
C -3.28 -1.38 1.13
C -2.99 -0.22 0.41
H -3.87 0.29 -0.10
H -4.11 -1.92 1.27
Cl -2.46 -3.40 2.82
H -0.36 -1.60 2.53
H 0.22 0.30 1.47
H -2.40 2.15 -0.47
C 0.82 1.26 -0.84
C 1.91 1.78 -0.61
C 3.11 0.86 -0.73
N 4.31 0.87 -0.49
S 5.30 -0.28 -0.75
N 4.04 -1.28 -1.43
C 3.06 -0.55 -1.13
C 1.66 -1.09 -1.50
C 0.66 -0.10 -1.26
H -0.44 -0.73 -1.81
H 1.38 -2.06 -1.93
H 2.05 2.79 -0.32
*
```

---

Number 1: M 692.3 Da. Number 2: M 905.1 Da. Number 3: M 547.0 Da. Number 4: M 289.7 Da.